Formula: C6H14NO3PS
Source: the Open Molecules 2025 dataset
Level of theory: ωB97M-V/def2-TZVPD

```
26
Properties=species:S:1:pos:R:3:nbo_charge:R:1
C -0.89631 2.95920 -1.32704 -0.21
C 0.57878 -2.91567 -0.92729 -0.64
C 2.39765 0.67213 1.00422 -0.28
C -3.06619 0.80743 1.68175 -0.28
C 1.63304 -0.64467 -0.92504 -0.09
C 0.35270 -1.45427 -1.21600 0.07
N 0.12278 2.46529 -0.94593 -0.22
O 1.72329 -0.44844 0.44010 -0.56
O -2.29890 0.27296 0.63910 -0.81
O -0.78060 -1.01650 -0.45431 -0.81
P -0.72505 -0.16558 0.91529 1.49
S -0.47451 -1.20567 2.64198 -0.53
H -0.86948 3.81699 -2.07069 0.20
H -1.95187 2.83604 -1.00272 0.22
H 1.06435 -3.11192 0.04226 0.24
H -0.45870 -3.55544 -0.82670 0.23
H 1.16300 -3.31839 -1.83538 0.21
H 3.54267 0.47478 1.06891 0.18
H 2.09237 1.05584 1.99234 0.22
H 2.21626 1.64918 0.44888 0.20
H -4.14782 0.94493 1.40530 0.19
H -2.74508 1.91151 1.83649 0.18
H -3.08106 0.02348 2.49393 0.22
H 2.58917 -1.17282 -1.32117 0.18
H 1.86825 0.31244 -1.49978 0.20
H 0.15124 -1.19284 -2.25850 0.20
```

Properties
E_HOMO (alpha / beta): -7.981 / -8.584 eV
DFT total energy: -34201.3564 eV
Strongest force on any atom: 4.52 eV Å⁻¹
Energy relative to the best compared isomer or geometry (same formula, charge and spin): 646.0 kJ/mol
Kohn-Sham gap (alpha / beta): 0.2635 / 0.2676 hartree